128
Properties=species:S:1:pos:R:3 method="wB97M-V/def2-TZVPD" lumo_energy_ev=0.22 orbital_gap_ev=9.23 multiplicity=1 total_charge=0
C 3.594 2.788 2.564
C 3.763 1.731 2.016
C 3.940 0.424 1.422
C 3.683 0.329 -0.097
B 5.095 0.684 -0.775
O 6.093 -0.234 -1.023
O 5.318 1.995 -1.114
C 5.480 2.198 -2.517
C 5.724 3.666 -2.800
C 2.707 1.286 -0.755
O 2.377 2.409 -0.485
N 2.222 0.600 -1.880
C 2.823 -0.743 -1.963
C 3.040 -1.033 -0.498
C 1.766 -1.290 0.321
C 0.591 -1.979 -0.377
C -0.377 -1.034 -1.057
C -1.729 -1.688 -1.324
C -2.600 -0.846 -2.248
C -3.757 -0.087 -1.583
C -3.440 0.341 -0.136
C -4.517 1.273 0.398
O -4.020 2.522 0.824
C -3.078 2.422 1.876
O 4.042 -1.970 -0.163
C 3.770 -3.281 -0.638
C 3.458 -4.257 0.509
H 3.506 3.672 3.130
H 3.355 -0.290 1.987
H 4.977 0.151 1.598
H 6.770 -0.235 -0.344
H 6.289 1.607 -2.929
H 4.558 1.906 -3.011
H 6.050 4.156 -1.896
H 6.458 3.800 -3.582
H 4.817 4.159 -3.121
H 2.292 1.113 -2.744
H 3.690 -0.852 -2.611
H 2.060 -1.330 -2.468
H 2.064 -1.929 1.140
H 1.392 -0.374 0.770
H 0.022 -2.504 0.378
H 0.952 -2.682 -1.116
H -0.554 -0.138 -0.468
H -0.028 -0.703 -2.024
H -2.227 -1.986 -0.410
H -1.500 -2.609 -1.855
H -3.046 -1.499 -2.990
H -2.015 -0.129 -2.806
H -3.945 0.828 -2.125
H -4.666 -0.670 -1.536
H -2.474 0.816 -0.155
H -3.443 -0.553 0.472
H -5.220 1.482 -0.400
H -5.087 0.772 1.179
H -3.091 1.446 2.342
H -2.079 2.589 1.488
H -3.272 3.177 2.627
H 4.693 -3.641 -1.083
H 3.028 -3.317 -1.424
H 4.134 -5.096 0.455
H 2.428 -4.566 0.437
H 3.635 -3.715 1.424
C 1.088 4.631 5.483
Cl 2.292 5.588 4.603
Cl 1.551 2.931 5.601
H 1.003 5.043 6.484
H 0.144 4.698 4.958
C 7.874 -3.489 0.031
Cl 7.162 -3.173 1.616
Cl 7.491 -5.119 -0.533
H 7.475 -2.770 -0.677
H 8.950 -3.391 0.101
C 2.415 -5.077 4.149
Cl 1.759 -5.979 2.779
Cl 2.114 -3.338 4.005
H 1.942 -5.433 5.056
H 3.485 -5.241 4.190
C -1.671 3.256 -3.388
Cl -2.221 2.032 -4.546
Cl -2.188 2.849 -1.754
H -0.589 3.294 -3.410
H -2.087 4.215 -3.667
C -5.306 2.792 -6.230
Cl -5.951 1.822 -7.564
Cl -5.650 4.512 -6.469
H -5.765 2.462 -5.306
H -4.235 2.653 -6.187
C -9.064 0.638 0.269
Cl -8.114 -0.740 0.852
Cl -9.246 0.639 -1.492
H -10.055 0.577 0.717
H -8.566 1.554 0.564
C -2.126 -5.384 -0.162
Cl -2.339 -4.734 1.468
Cl -0.466 -5.181 -0.734
H -2.363 -6.440 -0.150
H -2.787 -4.852 -0.835
C 2.707 6.009 9.009
Cl 1.345 6.778 8.181
Cl 2.467 4.269 9.185
H 3.603 6.179 8.424
H 2.805 6.451 9.992
C -13.308 0.249 1.297
Cl -14.056 -1.347 1.228
Cl -11.750 0.214 2.140
H -13.143 0.600 0.286
H -13.970 0.922 1.829
C 8.150 -6.433 3.570
Cl 9.314 -6.056 4.845
Cl 6.901 -7.553 4.132
H 7.672 -5.515 3.254
H 8.677 -6.888 2.740
C -7.056 5.828 0.948
Cl -7.308 6.955 2.291
Cl -8.566 5.054 0.444
H -6.658 6.379 0.105
H -6.362 5.061 1.256
C 9.322 -5.616 -3.589
Cl 9.477 -3.949 -3.022
Cl 10.537 -6.014 -4.806
H 9.447 -6.278 -2.742
H 8.339 -5.740 -4.025
C -8.991 3.141 -4.863
Cl -7.878 3.644 -3.583
Cl -10.300 2.111 -4.264
H -9.435 4.023 -5.308
H -8.424 2.591 -5.605